This record from OMol25 describes 5 unconnected molecules or ions with the total composition C10H17FN4O8 in a non-equilibrium geometry. The level of theory is ωB97M-V with the def2-TZVPD basis set.

Each line ends with the Mulliken charge.
CARTESIAN COORDINATES (ANGSTROEM)
F 2.40959 3.41187 -0.66263  -0.280
O -0.67927 1.87692 -0.80398  -0.545
O -0.47525 -1.15894 2.23666  -0.574
O -1.80664 -2.73246 2.58156  -0.529
O 2.37756 -2.17785 -2.36487  -0.550
O 2.69288 -4.24367 -1.85195  -0.553
O -3.18203 -7.35380 1.88387  -0.540
O -2.39247 -6.79355 -0.05746  -0.541
O -1.07568 -0.22814 -0.88648  -0.554
N -0.33451 0.73713 -0.61215  0.966
N 2.02265 -3.22190 -1.90037  0.928
N -2.42296 -6.76214 1.15323  0.928
N -1.55466 -1.56472 2.50221  0.919
C 0.62327 -3.31758 -1.40239  -0.293
C 0.71125 5.06250 -0.26141  -0.331
C 0.20535 6.29706 -0.65268  -0.519
C -2.67432 -0.62730 2.61310  -0.765
C 1.92964 4.70117 -0.83808  0.414
C 1.02120 0.38114 -0.14162  -0.637
C 0.91008 7.07978 -1.51317  -0.423
C 2.64443 5.52446 -1.68735  -0.367
C -1.46380 -5.82420 1.84965  -0.521
C 2.10038 6.73893 -2.06020  -0.399
H -3.10864 -0.60365 1.62892  0.313
H 3.61552 5.18863 -2.10123  0.353
H -2.02684 -5.26433 2.60058  0.318
H -3.40892 -0.98087 3.37431  0.285
H 0.51821 7.99065 -1.86716  0.363
H 0.40625 -2.33300 -0.99842  -0.073
H 0.44618 -4.11835 -0.70442  0.234
H 1.58205 1.22231 0.18591  0.279
H 0.08364 4.37593 0.24448  0.454
H 1.48149 -0.19110 -0.93663  0.279
H 0.87736 -0.31092 0.68340  0.235
H -0.03390 -3.55728 -2.22772  0.296
H 2.56810 7.32161 -2.85579  0.356
H -2.14914 0.31618 2.71603  0.312
H -1.12432 -5.06780 1.14673  0.066
H -0.60896 -6.40128 2.18257  0.318
H -0.70476 6.60852 -0.19506  0.383

Lowest unoccupied orbital energy = -0.0073 hartree
Energy above the lowest of the compared OMol25 structures with the same formula, charge and spin = 0.0 kJ/mol
SMILES = C[N+](=O)[O-].C[N+](=O)[O-].C[N+](=O)[O-].C[N+](=O)[O-].Fc1ccccc1
F_max = 2.72 eV/A
Highest occupied orbital energy = -9.52 eV
Frontier orbital gap = 9.322 eV